88
Properties=species:S:1:pos:R:3:mulliken_charge:R:1 method="wB97M-V/def2-TZVPD" e_homo_ev=-4.3764 spin_multiplicity=1 homo_lumo_gap_ev=5.2 total_charge=-1
O 2.071 -0.478 1.180 -0.2269
O 2.529 0.220 0.015 -0.1814
C 4.006 0.228 0.020 -0.8031
B 4.545 -0.861 -1.063 0.3638
I 3.365 -0.744 -2.983 -0.3682
H 1.239 -0.871 0.866 0.1931
H 4.280 1.273 -0.189 0.1524
H 4.377 -0.079 1.008 0.3278
H 4.284 -1.943 -0.621 -0.2404
H 5.710 -0.817 -1.281 -0.2141
O -0.451 -1.342 -0.572 -0.6151
H -1.125 -0.947 -0.009 0.2591
H -0.492 -0.827 -1.387 0.3023
O 1.306 3.020 0.974 -0.8087
H 1.760 2.174 0.837 0.4891
H 0.482 2.767 1.408 0.1678
O -1.186 1.316 1.951 -0.2978
H -0.732 0.476 1.823 0.0829
H -2.012 1.068 2.391 0.2454
O -2.929 -1.501 -2.001 -0.5332
H -2.645 -2.421 -2.042 0.3393
H -3.451 -1.390 -2.802 0.2308
O -0.808 -2.584 -3.801 -0.6259
H -0.623 -2.112 -2.985 0.1861
H -1.297 -1.948 -4.339 0.3293
O 0.323 -4.279 -5.893 -0.6323
H -0.057 -3.616 -5.295 0.4054
H 1.111 -4.581 -5.431 0.3149
O 3.563 -3.079 1.011 -0.6383
H 2.988 -2.350 1.280 0.2250
H 3.215 -3.852 1.476 0.2817
O -0.361 -1.289 -6.280 -0.6257
H 0.547 -1.346 -5.957 0.3235
H -0.291 -1.473 -7.221 0.2954
O 2.023 -0.143 4.098 -0.5212
H 2.094 -0.305 3.145 0.3265
H 2.631 0.588 4.252 0.2922
O -2.350 3.158 -0.300 -0.7218
H -2.742 3.830 0.268 0.2808
H -1.541 2.904 0.159 0.3080
O 7.685 -1.219 -2.574 -0.5558
H 8.616 -1.265 -2.332 0.2609
H 7.679 -1.409 -3.519 0.2785
O -4.121 -3.061 -4.113 -0.5850
H -3.683 -3.907 -4.263 0.2559
H -4.960 -3.293 -3.697 0.3275
O -2.021 3.963 -3.028 -0.6408
H -2.359 3.583 -2.200 0.4180
H -2.393 3.396 -3.710 0.3248
O -2.713 3.458 3.316 -0.5958
H -2.404 3.440 4.231 0.3770
H -2.160 2.797 2.886 0.3012
O 2.090 2.358 -4.426 -0.5928
H 2.927 2.620 -4.032 0.3014
H 1.426 2.828 -3.912 0.2916
O -6.243 -1.424 -4.552 -0.6438
H -6.378 -0.485 -4.388 0.3025
H -5.355 -1.477 -4.926 0.3384
O 1.581 3.525 3.815 -0.6285
H 1.367 3.436 2.869 0.4387
H 0.784 3.234 4.269 0.2962
O -0.394 -4.649 -1.041 -0.6631
H -0.520 -3.707 -0.875 0.3185
H 0.483 -4.697 -1.436 0.3271
O 5.635 -4.646 -0.259 -0.5994
H 6.444 -4.316 0.140 0.2968
H 4.935 -4.148 0.192 0.3949
O -1.828 2.481 5.900 -0.6214
H -2.246 3.107 6.499 0.3069
H -1.012 2.232 6.352 0.2799
O -1.513 2.812 8.727 -0.6774
H -2.112 3.494 9.048 0.2718
H -1.811 2.009 9.172 0.3210
O 0.349 0.718 7.483 -0.5844
H -0.035 1.328 8.117 0.3262
H 1.189 0.457 7.871 0.3103
O 2.984 -3.043 5.289 -0.6428
H 3.117 -2.519 6.083 0.2844
H 2.481 -2.456 4.710 0.3501
O -4.933 3.320 -3.672 -0.6621
H -4.457 4.158 -3.597 0.3475
H -5.756 3.469 -3.196 0.2733
O -4.856 1.808 -6.142 -0.6348
H -4.880 2.447 -5.412 0.3791
H -3.965 1.877 -6.497 0.3073
O -3.199 0.204 4.832 -0.6356
H -2.762 1.044 5.046 0.4094
H -4.063 0.271 5.246 0.2779

8
Properties=species:S:1:pos:R:3:mulliken_charge:R:1 method="wB97M-V/def2-TZVPD" e_homo_ev=-7.8227 spin_multiplicity=1 e_above_lowest_kcal_mol=6.4 homo_lumo_gap_ev=7.7 total_charge=0
P 0.558 1.159 -0.115 -0.0081
P -0.668 -1.381 0.353 -0.2585
P -1.150 0.271 -0.884 -0.0571
Br 2.474 0.425 0.217 -0.1107
H 0.477 1.136 1.483 0.1167
H 0.428 2.539 -0.498 0.1420
H -2.092 -1.925 0.136 0.0841
H -0.027 -2.224 -0.692 0.0916

22
Properties=species:S:1:pos:R:3:mulliken_charge:R:1 method="wB97M-V/def2-TZVPD" e_homo_ev=-10.5015 spin_multiplicity=1 homo_lumo_gap_ev=10.8 total_charge=0
O 3.283 2.316 0.722 -0.4586
C 2.885 1.310 0.197 -0.1091
C 1.402 0.964 0.288 -0.4447
N 0.901 -0.061 -0.652 0.0571
C -0.552 0.041 -0.888 -1.3360
C -1.456 -0.179 0.318 0.3351
O -1.603 -1.550 0.586 -0.5328
C -2.830 0.423 0.024 0.7115
F -3.720 0.079 0.955 -0.2720
F -3.305 0.035 -1.167 -0.2652
F -2.752 1.768 0.007 -0.2684
S 1.490 -1.578 -0.477 1.3074
O 2.901 -1.554 -0.592 -0.6149
O 0.688 -2.487 -1.195 -0.5627
F 1.226 -1.838 1.064 -0.2547
H 3.559 0.631 -0.344 0.3755
H 0.887 1.890 0.038 0.3857
H 1.165 0.713 1.326 0.3377
H -0.829 -0.634 -1.692 0.4333
H -0.710 1.060 -1.244 0.4463
H -1.089 0.360 1.197 0.3707
H -1.539 -1.710 1.530 0.3589

56
Properties=species:S:1:pos:R:3:mulliken_charge:R:1 method="wB97M-V/def2-TZVPD" e_homo_ev=-8.9264 spin_multiplicity=1 e_above_lowest_kcal_mol=36.2 homo_lumo_gap_ev=9.0 total_charge=0
O 1.743 2.049 1.744 -0.6102
C 2.010 1.415 0.761 0.4495
O 2.381 0.138 0.749 -0.2590
C 2.403 -0.602 1.973 -0.7568
H 1.946 -0.021 2.777 0.4430
H 3.446 -0.827 2.213 0.3856
C 1.686 -1.923 1.667 0.7548
O 2.323 -2.936 1.454 -0.6941
N 0.344 -1.861 1.566 0.4359
C -0.456 -0.729 1.997 -0.2460
C -0.379 -0.500 3.488 0.3125
C -0.332 -1.574 4.369 -0.4217
C -0.279 -1.357 5.734 -0.8634
C -0.276 -0.066 6.233 -0.3762
C -0.322 1.009 5.361 -0.8671
C -0.372 0.794 3.995 -0.0252
H -0.386 1.633 3.315 0.3790
H -0.313 2.018 5.744 0.3989
H -0.234 0.103 7.299 0.3921
H -0.239 -2.199 6.409 0.3988
H -0.327 -2.583 3.984 0.3606
H -1.492 -0.957 1.729 0.6507
H -0.177 0.182 1.460 -0.2696
C -0.352 -2.937 0.882 -1.3552
C -0.759 -2.486 -0.501 0.7873
C 0.205 -1.972 -1.361 -0.2829
C -0.144 -1.549 -2.630 -0.5839
C -1.460 -1.635 -3.055 -0.4948
C -2.427 -2.136 -2.201 -0.6875
C -2.078 -2.554 -0.927 -0.4953
H -2.837 -2.946 -0.265 0.3445
H -3.454 -2.190 -2.524 0.4126
H -1.733 -1.309 -4.047 0.4392
H 0.613 -1.155 -3.294 0.4295
H 1.231 -1.910 -1.031 0.4845
H 0.348 -3.775 0.812 0.4722
H -1.224 -3.248 1.463 0.3885
C 1.973 1.942 -0.664 -0.6232
C 0.613 1.709 -1.264 0.4404
N -0.308 1.268 -0.477 -0.2837
N -1.541 1.068 -0.940 -0.1910
C -1.995 1.275 -2.222 -0.0510
O -3.157 1.077 -2.509 -0.6856
C -0.950 1.751 -3.136 0.4461
C -1.260 1.977 -4.477 -0.6592
C -0.289 2.424 -5.344 -0.5936
C 1.003 2.656 -4.879 -0.6513
C 1.325 2.439 -3.558 -0.7209
C 0.355 1.977 -2.660 0.7402
H 2.330 2.625 -3.213 0.4409
H 1.761 3.011 -5.562 0.4235
H -0.526 2.598 -6.383 0.4146
H -2.273 1.791 -4.801 0.5193
H -2.203 0.723 -0.253 0.2760
H 2.729 1.418 -1.251 0.3980
H 2.187 3.013 -0.653 0.5298